No. 1
C18H36LuN2O2P | ωB97M-V/def2-TZVPD

The geometry in XYZ format:
```
60
C18H36LuN2O2P (ωB97M-V/def2-TZVPD)
Lu -4.2427 4.5778 1.5547
P -2.2118 0.8029 1.1034
O 2.9377 3.3830 0.9182
O 4.9214 -4.2096 0.6986
N 0.3424 -3.5405 -0.0228
N -2.9214 2.0613 -3.1700
C -1.6958 2.3836 2.0942
C -1.3600 -1.6022 -0.4017
C -2.6314 -0.9359 0.3780
C 1.6198 3.8202 1.3362
C 0.4236 3.0438 0.5485
C 3.7146 3.3096 2.1664
C 2.1115 -4.3485 -2.2169
C 2.7417 -4.1358 -0.8097
C -0.9837 3.5089 1.2065
C -0.3986 -2.4200 0.6279
C 4.5601 -5.0577 -3.1859
C 1.7734 -3.6062 0.3809
C -3.1688 2.6956 -1.8125
C 3.0323 -4.8107 -3.3834
C -3.8673 1.5859 0.5678
C -4.1292 1.6854 -1.0098
C 4.2672 -4.3878 -0.5377
C 5.1419 -4.8594 -1.7711
H 4.6903 -3.3460 1.1106
H -3.9178 2.6817 0.9809
H -2.8201 -1.6517 1.2701
H -2.1351 2.8559 -1.3543
H -1.7710 -2.3468 -1.1846
H -0.9245 2.0704 2.8998
H -1.5260 1.2185 -0.0987
H 2.5663 -4.9305 -4.4144
H 1.4946 4.9610 1.3173
H -0.9350 0.2212 1.5383
H -3.5902 -0.9684 -0.2441
H 4.8405 3.3003 1.9161
H -0.1264 -4.4028 0.3231
H 0.5801 1.9292 0.7461
H -2.0989 2.5175 -3.6189
H -2.5789 2.8460 2.7078
H 3.5327 4.2321 2.8419
H 1.9604 -4.1709 1.3678
H -1.0745 -2.8727 1.4470
H 1.0115 -4.1862 -2.4513
H 0.4508 3.3247 -0.5681
H -0.7829 -0.7909 -0.9845
H -2.6338 1.0773 -3.0655
H -4.1246 0.6925 -1.5727
H -1.6900 4.0182 0.4366
H 3.4357 2.3444 2.7432
H 6.2683 -5.0320 -1.6251
H 0.2553 -1.6401 1.1444
H 2.1373 -2.5226 0.5827
H 5.2347 -5.3661 -4.0531
H -5.2045 2.1043 -1.1328
H 1.5097 3.5161 2.4519
H -4.7327 1.0265 1.0826
H -2.8842 0.3619 2.3357
H -0.7032 4.3645 1.9421
H -3.7445 3.6625 -2.0392
```

## Properties
**LUMO level**: -10.653 eV
**HOMO**: -12.36 eV
**Gap between HOMO and LUMO**: 1.71 eV
**Total charge**: +2

***

No. 2
C13H34N4OSSi2 | ωB97M-V/def2-TZVPD

The geometry in XYZ format:
```
55
C13H34N4OSSi2 (ωB97M-V/def2-TZVPD)
S 5.9440 -1.7772 -0.1548
Si -4.9571 1.8485 -2.0605
Si -2.9326 0.1860 -0.5913
O 2.2591 2.1129 1.0807
N -3.4922 1.0861 -1.8476
N 3.0944 -1.0662 1.6839
N 1.2882 -2.3547 1.0412
N 3.5039 -2.9302 0.3762
C -1.1550 -0.3753 -0.9826
C 2.2098 -0.0793 2.2973
C 4.9380 -2.9957 0.7214
C 2.6595 -2.1340 1.0665
C 1.6715 0.9188 1.2600
C -2.7689 1.1038 1.0755
C -6.4579 0.6802 -2.0665
C 7.9803 -0.6031 1.3211
C -4.9723 2.7278 -3.7361
C -3.8952 -1.4125 -0.2190
C 2.4884 1.0467 -0.0513
C 6.4652 -0.6381 1.1760
C -5.3426 3.1855 -0.7627
H -6.1886 3.8121 -1.0647
H 3.1028 -3.8597 0.3304
H 1.3632 -0.6013 2.7295
H -5.5964 2.7433 0.2055
H -4.0935 -1.9486 -1.1498
H 6.0799 0.3503 0.9214
H -2.1630 0.5467 1.8049
H -2.2998 2.0786 0.9167
H 8.2675 0.1720 2.0328
H -6.6817 0.3089 -1.0619
H 0.9555 -2.6565 0.1306
H -1.1206 -0.9784 -1.8928
H -5.9159 3.2493 -3.9262
H -7.3594 1.1800 -2.4364
H -4.4745 3.8352 -0.6254
H 8.4590 -0.3984 0.3649
H -4.1643 3.4624 -3.7794
H 2.9402 1.6619 -0.8250
H -0.5275 0.5098 -1.1272
H 4.0788 -0.8485 1.6509
H 0.9582 -2.9871 1.7619
H 1.5294 1.0008 -0.6242
H -3.3495 -2.0887 0.4518
H 6.0247 -0.9736 2.1186
H -6.2598 -0.1788 -2.7123
H 0.5869 0.9120 1.1411
H 2.7748 0.4810 3.0401
H 5.2741 -3.9762 0.3954
H -3.7475 1.2682 1.5333
H -4.8530 -1.1892 0.2581
H 5.0882 -2.8965 1.7982
H -4.8179 2.0028 -4.5392
H 8.3491 -1.5557 1.7006
H -0.7478 -0.9681 -0.1498
```

## Properties
**LUMO level**: -1.126 eV
**HOMO**: -5.62 eV
**Gap between HOMO and LUMO**: 4.50 eV
**Total charge**: 0

***

No. 3
C5H5O5Sm | ωB97M-V/def2-TZVPD

The geometry in XYZ format:
```
16
C5H5O5Sm (ωB97M-V/def2-TZVPD)
Sm 1.0994 0.6023 1.4353
O -0.5730 1.0355 -0.2479
O 3.1532 -2.3882 -0.7018
O 0.0853 2.1017 2.1893
O 0.6564 -1.2436 0.3322
O 2.9607 -0.5398 0.6466
C 2.7249 -1.5599 0.0182
C -0.9277 2.4918 1.5202
C -1.3482 2.0830 0.3127
C -1.2789 -0.1684 -0.5826
C -0.2251 -1.2473 -0.7679
H -1.8624 -0.0155 -1.5018
H -0.7281 -2.2208 -0.8840
H -2.1176 2.5204 -0.3193
H -1.9750 -0.4218 0.2324
H 0.3561 -1.0292 -1.6815
```

## Properties
**LUMO level (alpha / beta)**: -5.427 / -4.905 eV
**HOMO (alpha / beta)**: -12.96 / -13.06 eV
**2S+1**: 7
**Gap between HOMO and LUMO (alpha / beta)**: 7.53 / 8.15 eV
**Total charge**: +1
**<S²>**: 12.0232

***

No. 4
C28H15F5IN3O2SV | ωB97M-V/def2-TZVPD

The geometry in XYZ format:
```
56
C28H15F5IN3O2SV (ωB97M-V/def2-TZVPD)
I 7.1944 -1.1126 0.9034
V -0.8930 -0.2381 0.3238
S -2.9758 -0.1032 -0.5946
F -1.6111 -1.6496 -5.3939
F -0.9394 -1.3005 -2.8174
F -5.9783 -0.0916 -4.5655
F -4.0449 -1.1600 -6.3148
F -5.3319 0.3718 -1.9922
O 0.6172 -3.7726 0.8378
O 0.1565 -1.6265 1.2870
N -0.4222 1.5881 0.7258
N 0.7466 0.1529 -0.9535
N -1.7562 0.0425 2.2051
C -0.9941 2.1911 1.7624
C -2.8175 0.5718 4.6431
C 2.9177 -0.9849 1.5054
C 1.1571 1.4230 -0.9601
C -3.7764 -0.8530 -5.0183
C 2.4998 -0.6112 -2.3456
C 2.5003 -2.2984 1.1416
C 4.8081 -2.9103 0.8025
C 0.5141 3.6873 0.0414
C 2.9884 0.7070 -2.3329
C -0.9395 3.5928 1.9043
C 2.3667 1.6947 -1.6150
C -1.7052 1.3302 2.6373
C 5.1791 -1.6130 1.0796
C 3.4611 -3.2584 0.8887
C -0.2143 4.3775 1.0291
C -4.3641 -0.0758 -2.8262
C -2.3051 -0.9021 2.9143
C 4.2659 -0.6372 1.4455
C 1.3745 -0.8274 -1.5569
C 0.3811 2.3121 -0.0876
C -2.1853 -0.8971 -3.1936
C -2.8600 -0.7291 4.1560
C 0.9371 -2.6045 1.0582
C -2.2706 1.6087 3.8843
C -4.7159 -0.3163 -4.1534
C -3.0938 -0.3279 -2.3230
C -2.4869 -1.1341 -4.5339
H 3.0151 -1.4211 -2.8071
H 1.0850 4.2884 -0.6618
H 5.5959 -3.6475 0.5585
H -2.2099 2.6418 4.2506
H 3.1372 -4.2742 0.8007
H -0.1836 5.4632 1.0786
H 2.1868 -0.2735 1.8315
H -3.1940 0.7590 5.6283
H -3.3216 -1.5288 4.7190
H 4.5944 0.3350 1.7192
H -2.2122 -1.8750 2.4396
H -1.4574 4.0424 2.7141
H 2.7465 2.7032 -1.5637
H 0.9277 -1.8106 -1.4391
H 3.9057 0.9818 -2.8666
```

## Properties
**LUMO level (alpha / beta)**: -0.882 / -1.086 eV
**HOMO (alpha / beta)**: -6.44 / -8.31 eV
**Energy above the lowest of the compared OMol25 structures with the same formula, charge and spin**: 34.3 kJ/mol
**2S+1**: 4
**Gap between HOMO and LUMO (alpha / beta)**: 5.56 / 7.22 eV
**Total charge**: 0
**<S²>**: 3.7907

***

No. 5
C23H43ClIrN4 | ωB97M-V/def2-TZVPD

The geometry in XYZ format:
```
72
C23H43ClIrN4 (ωB97M-V/def2-TZVPD)
Ir 1.5812 0.9418 -0.6032
Cl -0.1105 0.7607 0.9047
N -4.7769 -0.9007 0.8528
N 4.4681 0.7024 -0.8451
N -4.0795 -2.9135 1.0179
N 3.8984 2.7901 -0.8057
C 4.2569 -1.1669 -2.3640
C 5.5585 1.4277 -1.1865
C 5.8524 -1.2714 -0.5440
C 1.3138 0.6786 -2.5190
C -5.4353 -2.9472 1.3162
C -2.2167 -4.1333 0.1014
C -3.1952 -4.0705 1.2537
C -4.8115 0.5706 0.8787
C 4.0825 5.2078 -0.6391
C 2.1272 4.1869 -1.7005
C -5.8820 -1.6650 1.2131
C -3.6568 -1.6574 0.7510
C 4.4622 -0.7644 -0.9104
C 5.2096 2.7238 -1.1322
C 3.3958 1.5262 -0.6634
C -4.0148 1.0595 -0.3088
C -4.1727 1.0478 2.1741
C -2.4583 -3.8636 2.5687
C 3.3879 -1.3231 -0.0026
C 3.1344 4.0299 -0.5870
C -4.0710 -5.3028 1.3816
C 2.4179 3.9104 0.7386
C -6.2692 1.0047 0.8632
H -3.1388 0.6955 2.2732
H 6.1853 -0.9489 0.4456
H 1.4224 3.3508 -1.7491
H -4.4528 0.7021 -1.2494
H 2.6414 4.2396 -2.6614
H 4.5580 5.2863 -1.6195
H 1.5683 5.1189 -1.5738
H 1.1926 -0.3991 -2.7126
H -4.7244 -5.2373 2.2651
H -3.4354 -6.1828 1.5233
H -4.6975 -5.4760 0.4965
H 3.6104 -1.1233 1.0485
H -6.3142 2.1014 0.8452
H -1.7484 -4.6892 2.7190
H 5.0903 -0.8056 -2.9771
H 3.3563 -2.4047 -0.1622
H -3.1607 -3.8900 3.4161
H -4.0319 2.1592 -0.3206
H -6.0147 -3.8064 1.5648
H -6.7852 0.6672 1.7783
H 5.8472 -2.3657 -0.5316
H 5.8473 3.5665 -1.3076
H -6.8114 0.6144 -0.0118
H 2.0976 1.0982 -3.1726
H 4.2161 -2.2602 -2.4396
H 6.6133 -0.9741 -1.2751
H 6.5473 1.0545 -1.4227
H 2.3577 -0.9570 -0.2188
H 1.7300 3.0529 0.7854
H -1.5054 -4.9522 0.2823
H -1.9062 -2.9153 2.5927
H -4.1727 2.1474 2.1944
H 3.1208 3.8053 1.5656
H 3.5458 6.1434 -0.4807
H -2.7354 -4.3437 -0.8447
H 0.3696 1.2194 -2.6946
H 4.8657 5.1693 0.1180
H -2.9776 0.7101 -0.2590
H 3.3362 -0.7439 -2.7732
H -1.6756 -3.1860 -0.0126
H 1.8231 4.8034 0.9398
H -4.7586 0.7093 3.0414
H -6.8919 -1.3429 1.3709
```

## Properties
**LUMO level (alpha / beta)**: 4.033 / 3.305 eV
**HOMO (alpha / beta)**: 2.44 / -3.64 eV
**Energy above the lowest of the compared OMol25 structures with the same formula, charge and spin**: 0.0 kJ/mol
**2S+1**: 6
**Gap between HOMO and LUMO (alpha / beta)**: 1.59 / 6.94 eV
**Total charge**: -2
**<S²>**: 8.7642

***

No. 6
C6H9NO | ωB97M-V/def2-TZVPD

The geometry in XYZ format:
```
17
C6H9NO (ωB97M-V/def2-TZVPD)
O -2.0533 -0.4216 -0.8688
N 1.6745 -1.6340 -0.1937
C -0.2704 1.2977 -0.1140
C -1.9734 -0.6690 0.5338
C 0.2653 -1.0797 -0.6496
C 1.2051 -0.3355 0.1458
C -0.7880 -0.2058 -0.2579
C 1.2614 1.1220 -0.2851
H -0.4684 1.5876 1.0627
H 0.5947 -0.7395 -1.6599
H 1.7921 1.3185 -1.1914
H 0.7664 -0.4068 1.2471
H 2.0931 1.7063 0.4567
H -2.3959 0.0341 1.2595
H 1.6401 -2.1134 0.7093
H -1.0998 2.2595 -0.7112
H -2.2436 -1.7204 0.5166
```

## Properties
**LUMO level**: 0.768 eV
**HOMO**: -9.50 eV
**Energy above the lowest of the compared OMol25 structures with the same formula, charge and spin**: 792.7 kJ/mol
**Gap between HOMO and LUMO**: 10.27 eV
**Total charge**: 0

***

No. 7
C2H3Cl2NO3 | ωB97M-V/def2-TZVPD

The geometry in XYZ format:
```
11
C2H3Cl2NO3 (ωB97M-V/def2-TZVPD)
Cl 1.2010 -1.3708 1.1110
Cl 1.1352 -0.9706 -1.8299
O 1.6189 1.3359 1.2174
O -1.4448 0.1999 0.8548
O 1.2253 2.1654 -0.7683
N 1.2979 1.4006 0.0951
C 0.3972 -0.7524 -0.2979
C -1.1081 -0.7635 -0.1576
H -1.2766 1.1036 0.6678
H -1.5553 -1.7320 0.2631
H -1.4909 -0.6162 -1.1555
```

## Properties
**LUMO level (alpha / beta)**: -0.740 / -0.838 eV
**HOMO (alpha / beta)**: -9.45 / -8.78 eV
**Energy above the lowest of the compared OMol25 structures with the same formula, charge and spin**: 149.6 kJ/mol
**Gap between HOMO and LUMO (alpha / beta)**: 8.71 / 7.94 eV
**Total charge**: 0

***

No. 8
C3H14NOPbS | ωB97M-V/def2-TZVPD

The geometry in XYZ format:
```
21
C3H14NOPbS (ωB97M-V/def2-TZVPD)
Pb 1.0308 1.3818 -0.1057
S -1.2434 -0.7177 1.4168
O -0.3064 -0.8514 0.1820
N 1.5188 -0.3996 -1.9928
C -1.1233 -2.3814 2.0759
C -2.8988 -0.6264 0.7030
C 1.9982 2.8204 -1.4266
H 0.7350 -0.8185 -2.5031
H -1.8527 -2.6559 2.8383
H 0.1771 2.3414 1.2738
H -1.1957 -3.0408 1.2008
H -2.8921 -1.3385 -0.1409
H -0.1260 -2.4405 2.5067
H 2.2039 3.6050 -0.6830
H 2.1449 -0.0132 -2.7078
H 2.9364 2.4210 -1.8065
H 2.2511 1.1446 1.2540
H -3.0523 0.3914 0.3336
H 1.3729 3.2314 -2.2263
H -3.7021 -0.8565 1.3925
H 2.0236 -1.1963 -1.5845
```

## Properties
**LUMO level**: -4.852 eV
**HOMO**: -13.25 eV
**Energy above the lowest of the compared OMol25 structures with the same formula, charge and spin**: 146.4 kJ/mol
**Gap between HOMO and LUMO**: 8.40 eV
**Total charge**: +1

***

Question: The highest total charge belongs to which entry?
Answer: C18H36LuN2O2P